No. 1
{"formula": "C12H17F2N", "method": "ωB97M-V/def2-TZVPD", "species": ["C", "N", "C", "C", "C", "C", "C", "C", "C", "C", "C", "C", "C", "F", "F", "H", "H", "H", "H", "H", "H", "H", "H", "H", "H", "H", "H", "H", "H", "H", "H", "H"], "positions_angstrom": [[-0.7855, 0.5841, 2.5323], [-1.0213, 0.8406, 1.1226], [-0.6338, -0.2058, 0.1781], [0.8775, -0.3994, 0.1225], [1.7876, 0.2787, 0.8570], [3.1511, 0.0715, 0.7553], [3.7349, -0.7306, -0.1412], [2.8543, -1.4648, -0.9626], [1.4537, -1.2608, -0.8628], [-1.0968, 0.3721, -1.2411], [-2.6408, 0.4542, -1.2898], [-0.4674, 1.7050, -1.3742], [-1.3947, -1.5576, 0.4614], [-1.4492, -2.2750, -0.6782], [-2.6102, -1.2608, 0.8737], [-1.1757, -0.3145, 3.0591], [0.2706, 0.6642, 2.5626], [-1.2318, 1.4092, 3.0608], [-1.9839, 0.9665, 0.9628], [1.4470, 1.0958, 1.4729], [3.6364, 0.8124, 1.3559], [4.8336, -0.6296, -0.1623], [3.3007, -2.2761, -1.6980], [0.7768, -1.9290, -1.3951], [-0.7994, -0.3571, -2.0089], [-2.9445, 0.8113, -0.3087], [-3.2420, -0.4477, -1.5708], [-3.0101, 1.0611, -2.1710], [0.2181, 2.0484, -0.6982], [0.1852, 1.6998, -2.4066], [-1.2303, 2.4379, -1.5411], [-0.8102, -2.2040, 1.1335]], "orbital_gap_ev": 10.1, "e_lumo_ev": 0.92, "smiles": "CN[C@](c1ccccc1)(C(C)C)C(F)F"}



No. 2
{"formula": "C6H5N", "method": "ωB97M-V/def2-TZVPD", "species": ["C", "C", "C", "C", "C", "C", "N", "H", "H", "H", "H", "H"], "positions_angstrom": [[2.5088, 0.2283, -0.0603], [3.6684, 0.1367, 0.2888], [-0.9606, -1.0531, 0.0003], [-1.8034, 1.0795, 0.0368], [0.4409, -1.0152, -0.1110], [1.1548, 0.2177, -0.0939], [-1.7812, -0.1268, 0.4616], [-1.5051, -2.0111, -0.2085], [-1.3335, 1.3984, -0.9647], [-2.2978, 1.8205, 0.7475], [1.2068, -1.8743, -0.1064], [0.7020, 1.1992, 0.0097]], "orbital_gap_ev": [7.5, 7.5], "e_lumo_ev": [-1.78, -1.78]}



No. 3
{"formula": "C31H56MgN7O", "method": "ωB97M-V/def2-TZVPD", "species": ["Mg", "C", "C", "C", "O", "H", "H", "H", "H", "H", "H", "H", "C", "C", "C", "C", "N", "H", "H", "H", "H", "H", "H", "H", "C", "C", "C", "C", "N", "H", "H", "H", "H", "H", "H", "H", "C", "C", "C", "C", "N", "H", "H", "H", "H", "H", "H", "H", "C", "C", "C", "C", "N", "H", "H", "H", "H", "H", "H", "H", "C", "C", "C", "C", "N", "H", "H", "H", "H", "H", "H", "H", "C", "C", "C", "C", "N", "H", "H", "H", "H", "H", "H", "H", "C", "C", "C", "C", "N", "H", "H", "H", "H", "H", "H", "H"], "positions_angstrom": [[-0.8414, -3.3375, 3.0164], [-0.5019, -1.7430, -0.8380], [0.4365, -1.7705, 0.4675], [1.1934, -0.4247, 0.7316], [-0.1055, -2.0714, 1.7387], [-0.1499, -2.1976, -1.7640], [-0.7616, -0.6947, -0.9858], [-1.3586, -2.3809, -0.6206], [1.2075, -2.5329, 0.3567], [1.8958, -0.2770, -0.0888], [1.8026, -0.4223, 1.6354], [0.5992, 0.4845, 0.6404], [5.8364, 0.1216, -3.2241], [5.9341, -0.8576, -2.0575], [4.6910, -1.5182, -1.6945], [4.0479, -2.2717, -2.7339], [3.5843, -2.8538, -3.6126], [6.1474, -0.4248, -4.1145], [6.5784, 0.9096, -3.0954], [4.9271, 0.7222, -3.1994], [6.4454, -0.3968, -1.2123], [6.5600, -1.6889, -2.3819], [3.8974, -0.7987, -1.4929], [4.6853, -2.1619, -0.8148], [-2.4273, -4.3553, -2.4788], [-3.7544, -4.7471, -1.9194], [-4.0763, -4.1269, -0.5233], [-2.9568, -4.2541, 0.4405], [-2.0702, -4.4818, 1.1831], [-2.4432, -4.4004, -3.5677], [-1.6377, -5.0556, -2.2064], [-2.0671, -3.3533, -2.2457], [-3.8454, -5.8318, -1.8622], [-4.4376, -4.4512, -2.7155], [-4.9986, -4.5034, -0.0808], [-4.1035, -3.0396, -0.5956], [4.5517, 4.6851, -1.7071], [4.0960, 3.2125, -1.8104], [2.7879, 2.8378, -1.0692], [1.5580, 3.5937, -1.3027], [0.5914, 4.2760, -1.5466], [5.5897, 4.5739, -2.0203], [4.5084, 5.1005, -0.7003], [3.8913, 5.3512, -2.2624], [4.8395, 2.5099, -1.4340], [3.7623, 2.8720, -2.7906], [3.0535, 3.0044, -0.0252], [2.5485, 1.7934, -1.2690], [0.5228, 0.8423, 5.0601], [1.2210, 2.1793, 5.3221], [2.6862, 2.2009, 4.9245], [2.7811, 2.3217, 3.4995], [2.9440, 2.4716, 2.3782], [0.8459, -0.0283, 5.6308], [0.7272, 0.5106, 4.0421], [-0.5436, 0.8795, 5.2825], [1.0873, 2.3739, 6.3863], [0.8005, 3.0900, 4.8957], [3.1400, 1.2594, 5.2340], [3.2745, 2.9731, 5.4203], [-2.2947, 0.9229, 0.8086], [-2.0406, 1.7230, 2.0981], [-1.8355, 3.2527, 1.7728], [-1.4481, 4.0465, 2.9380], [-1.1372, 4.7395, 3.8402], [-3.2592, 1.1187, 0.3400], [-2.3172, -0.1318, 1.0826], [-1.5279, 1.0189, 0.0399], [-1.1976, 1.2958, 2.6412], [-2.9176, 1.6364, 2.7396], [-2.7666, 3.6296, 1.3498], [-1.0282, 3.4153, 1.0587], [1.3402, 0.7520, -3.8338], [0.2721, 0.8535, -4.9143], [-0.8454, -0.2387, -5.0060], [-1.8054, -0.3953, -3.8647], [-2.5653, -0.5388, -3.0291], [1.4660, -0.3195, -3.6781], [1.0342, 0.9381, -2.8043], [2.3273, 1.1849, -3.9959], [0.8086, 0.9230, -5.8606], [-0.3485, 1.7422, -4.7994], [-0.3139, -1.1775, -5.1618], [-1.4028, 0.0651, -5.8920], [-6.3562, -0.8400, 1.6762], [-6.1230, -1.5755, 2.9698], [-4.8033, -1.0903, 3.7592], [-3.5291, -1.6921, 3.5553], [-2.4775, -2.1403, 3.4157], [-7.3613, -0.8988, 1.2586], [-5.8154, -1.2418, 0.8193], [-6.2353, 0.2431, 1.6937], [-6.3159, -2.6447, 2.8820], [-6.8628, -1.1530, 3.6497], [-4.9178, -1.0326, 4.8416], [-4.5970, -0.0869, 3.3869]], "orbital_gap_ev": 6.7, "e_lumo_ev": -4.63, "charge": 1}



No. 4
{"formula": "C3H5EuO4", "method": "ωB97M-V/def2-TZVPD", "species": ["O", "C", "C", "O", "O", "C", "H", "H", "H", "H", "O", "H", "Eu"], "positions_angstrom": [[-2.2150, -0.0915, 0.3691], [-1.4757, 0.6237, -0.4758], [-1.8765, -1.4875, 0.4508], [-1.2720, 1.8032, -0.3187], [-0.4744, -0.1625, -0.9140], [-0.7957, -1.6871, -0.5718], [-2.7856, -2.0544, 0.2333], [-1.3410, -1.5618, 1.5672], [-0.9151, -2.0497, -1.5936], [0.0323, -2.2886, -0.1904], [1.4138, -0.0615, 1.9391], [1.9688, -0.0634, 2.7185], [1.7596, 0.9543, 0.0344]], "orbital_gap_ev": [8.4, 9.4], "e_lumo_ev": [-4.69, -4.59], "charge": 1, "multiplicity": 8, "s_squared": 15.76}



No. 5
{"formula": "C20H27NO4", "method": "ωB97M-V/def2-TZVPD", "species": ["C", "C", "H", "H", "O", "C", "C", "C", "C", "C", "O", "H", "H", "H", "H", "H", "H", "H", "H", "C", "C", "C", "O", "C", "O", "N", "C", "C", "C", "H", "H", "H", "H", "H", "H", "H", "C", "C", "C", "C", "C", "C", "H", "H", "H", "H", "H", "H", "H", "H", "H", "H"], "positions_angstrom": [[3.5975, -0.3649, 1.1519], [2.8321, 0.9672, 1.2005], [2.2067, 0.8748, 2.0897], [3.5884, 1.7679, 1.2831], [2.2080, 1.2001, 0.1298], [0.7246, 0.7964, 0.5018], [-0.0766, 1.0280, -0.7017], [0.1752, 2.2517, -1.6024], [-0.3257, 3.4235, -0.7140], [0.7521, 4.5493, -0.3766], [1.5483, 3.8119, 0.5637], [1.9718, 2.9318, 0.2376], [1.4145, 4.9027, -1.3367], [0.2283, 5.3547, 0.1054], [-0.7150, 3.1222, 0.1900], [-1.2065, 4.0695, -1.0674], [1.2247, 2.5979, -1.6887], [-0.4194, 2.3626, -2.3927], [0.2617, 0.1658, -1.7469], [-1.6645, 0.5665, -0.5912], [-1.5728, -0.7332, 0.1040], [-0.7216, -1.2767, 0.9474], [0.5212, -0.6656, 0.8582], [-0.8367, -2.4911, 1.6852], [-1.6872, -3.3602, 1.3127], [0.3559, -2.7710, 2.1481], [0.6428, -3.8498, 3.0291], [1.7449, -4.7981, 2.9644], [1.3138, -3.9449, 4.3969], [0.9437, -4.4610, 5.1357], [1.7665, -3.1253, 4.4614], [1.9609, -5.8168, 3.0030], [2.6242, -4.2627, 2.4977], [-0.2820, -4.4959, 2.9830], [1.2388, -2.1417, 2.2163], [-2.7609, -1.3186, 0.1163], [-2.1815, 0.3575, -2.1438], [-3.2913, 1.4753, -2.3212], [-3.7626, 1.2101, -3.7156], [-3.6233, -0.0305, -4.3598], [-2.7836, -0.7394, -3.9091], [-2.2194, -0.7987, -2.5164], [-1.3893, -1.5461, -2.2762], [-2.4449, -1.7192, -4.4711], [-3.9635, -0.1535, -5.4229], [-4.3910, 2.1637, -4.2023], [-3.2661, 2.4383, -1.9218], [-2.0454, 1.5896, -0.1618], [0.2252, 1.2809, 1.1026], [4.2631, -0.4732, 0.3397], [2.9841, -1.3043, 0.9589], [4.3120, -0.6174, 1.9258]], "orbital_gap_ev": 9.3, "e_lumo_ev": 0.28}



No. 6
{"formula": "C8H11IN3S", "method": "ωB97M-V/def2-TZVPD", "species": ["C", "C", "C", "C", "C", "C", "C", "C", "N", "N", "N", "S", "I", "H", "H", "H", "H", "H", "H", "H", "H", "H", "H", "H"], "positions_angstrom": [[3.0129, -0.5011, 0.8716], [3.5229, -1.5672, 0.0858], [1.7159, -0.0672, 0.6974], [2.5941, -2.1064, -0.7517], [1.1373, -0.3649, -0.5411], [0.0524, 0.4730, -0.9815], [0.0186, 0.6477, -2.3309], [-4.0791, 0.4457, 0.3912], [1.5545, -1.3765, -1.1989], [-0.6010, 1.2133, -0.0310], [-5.0001, 0.2135, 1.2780], [-3.7269, 1.9634, -0.1736], [-2.9060, -1.2883, -0.0087], [3.6421, 0.0649, 1.5913], [4.3921, -2.0619, 0.4451], [1.2872, 0.4127, 1.5873], [2.7892, -3.0884, -1.2062], [-0.7224, 1.2011, -2.8050], [0.8883, 0.2528, -2.8480], [-1.5258, 1.5928, -0.3317], [-0.6772, 0.8071, 0.8134], [1.2142, -1.5281, -2.1511], [-5.4204, -0.6318, 1.2883], [-5.7117, 0.8865, 1.3374]], "orbital_gap_ev": 7.5, "e_lumo_ev": -4.22, "charge": 1}



No. 7
{"formula": "C3H3NOS", "method": "ωB97M-V/def2-TZVPD", "species": ["O", "C", "S", "C", "C", "N", "H", "H", "H"], "positions_angstrom": [[-0.8429, 2.3029, 1.6101], [-0.9658, 1.3051, 1.0110], [-1.8638, -0.0615, 0.5747], [-0.1751, 0.3258, -0.1091], [0.9003, -0.6860, -0.1071], [0.5109, -0.2364, -1.4394], [1.9039, -0.3768, 0.1752], [0.6690, -1.7093, 0.1892], [-0.1366, -0.8638, -1.9045]], "orbital_gap_ev": 9.6, "e_lumo_ev": 0.31, "smiles": "O=C1S[C@]12CN2"}



E / hartree: -721.86317 -286.14066 -1873.08707 -1128.33344 -1133.36560 -1171.28472 -644.16560
Largest force on an atom / eV/A: 5.85 4.59 6.09 5.21 18.44 4.74 3.50